Here is a cluster of 7 separate species, C33H54BN10O3 in total from the Open Molecules 2025 dataset. Energies are from ωB97M-V with the def2-TZVPD basis set.

XYZ file:
```
101
Properties=species:S:1:pos:R:3:forces:R:3:mulliken_charge:R:1
C 5.2190 0.0726 -1.1120 -0.414 -0.058 -0.023 -1.62
C 4.4186 -0.6229 -0.0032 0.387 0.242 -0.935 0.07
C 2.9785 -0.1384 -0.0514 -0.105 0.381 0.581 0.01
C 1.9926 -0.7626 0.9841 0.556 -0.199 -0.303 0.24
C 2.6322 -1.8492 1.8384 -0.446 -0.101 0.430 -2.27
N 0.7876 -1.2728 0.3093 -0.365 -0.177 0.238 0.14
C 0.6370 -2.7130 0.0651 -0.129 -0.373 -0.398 -0.80
C 1.6337 -3.2836 -0.9565 -0.029 -0.197 0.141 -1.06
C -0.1529 -0.4682 -0.1740 0.069 0.351 0.249 0.51
N -1.2507 -0.8929 -0.8318 0.015 0.181 0.005 -0.65
C -1.9223 0.2008 -1.1660 0.195 -0.298 0.056 0.91
C -3.2097 0.1593 -1.9197 0.173 0.112 0.097 -1.65
C -4.4227 0.7201 -1.1392 -0.417 -0.385 -0.339 0.88
C -5.0761 1.9665 -1.7414 0.093 0.253 0.158 -1.79
O -4.0171 0.9120 0.2061 -0.001 0.276 -0.092 -0.25
C -5.1233 1.0877 1.0825 -0.024 -0.085 0.356 -1.13
C -5.8084 -0.2093 1.4283 0.045 0.104 -0.122 0.82
C -5.0861 -1.3607 1.7170 0.274 0.304 -0.095 -0.18
C -5.7411 -2.5206 2.0698 0.024 -0.426 0.174 -0.61
C -7.1228 -2.5507 2.1478 -0.291 0.020 -0.037 -0.48
C -7.8489 -1.4107 1.8467 -0.183 -0.143 0.147 -0.45
C -7.1896 -0.2498 1.4891 -0.235 0.148 -0.087 -0.57
N -1.2912 1.2978 -0.7678 -0.037 -0.141 -0.376 -0.17
C -1.6645 2.6783 -0.9488 -0.176 0.247 -0.098 -0.93
N -0.1404 0.9030 -0.0942 -0.254 0.043 -0.204 0.34
B 0.7282 2.0015 0.4504 0.521 -0.021 0.465 0.58
O 0.7927 2.1936 1.8073 -0.033 -0.649 -0.270 -0.41
O 1.3219 2.8014 -0.4512 -0.559 0.141 -0.161 -0.52
C 1.6485 4.1561 -0.1001 0.272 -0.055 -0.065 -0.72
H 4.7962 -0.1678 -2.0912 0.047 -0.074 -0.012 0.40
H 6.2582 -0.2447 -1.0889 0.044 0.103 -0.017 0.42
H 5.1632 1.1556 -0.9920 0.173 0.019 -0.003 0.30
H 4.4791 -1.6878 -0.2200 -0.023 -0.089 0.387 0.23
H 4.9165 -0.3777 0.9352 -0.200 -0.219 0.179 0.31
H 3.0087 0.9434 0.1199 0.031 0.053 -0.091 -0.06
H 2.5766 -0.2530 -1.0608 0.022 -0.131 0.002 0.30
H 1.6920 -0.0041 1.7058 -0.294 0.009 -0.129 0.30
H 3.4195 -1.4090 2.4470 0.136 -0.049 -0.169 0.48
H 3.0205 -2.6893 1.2715 0.182 0.102 -0.065 0.33
H 1.8939 -2.2414 2.5413 0.000 0.029 0.007 0.51
H 0.6752 -3.2520 1.0090 0.155 0.099 0.060 0.41
H -0.3635 -2.8760 -0.3191 -0.059 0.219 0.075 0.56
H 1.1135 -3.9660 -1.6284 -0.002 0.056 -0.048 0.43
H 2.0914 -2.5015 -1.5589 0.006 0.003 -0.024 0.23
H 2.4272 -3.8661 -0.4906 0.104 0.155 0.008 0.30
H -3.3702 -0.8935 -2.1380 0.022 -0.015 0.007 0.38
H -3.0809 0.6595 -2.8821 -0.030 0.096 0.057 0.33
H -5.1808 -0.0704 -1.1673 0.060 -0.065 0.108 0.43
H -4.7181 2.8598 -1.2240 0.045 0.051 -0.097 0.47
H -6.1555 1.9524 -1.6154 -0.086 -0.004 0.005 0.44
H -4.8811 2.0778 -2.8080 0.054 -0.099 -0.004 0.36
H -4.7244 1.5529 1.9859 0.109 -0.039 -0.029 0.33
H -5.8637 1.7783 0.6722 0.078 0.074 -0.105 0.40
H -4.0044 -1.3318 1.6650 0.023 -0.031 -0.006 0.42
H -5.1798 -3.4135 2.3125 0.071 0.008 -0.031 0.38
H -7.6489 -3.4475 2.4458 0.057 -0.059 0.008 0.43
H -8.9288 -1.4271 1.9148 -0.005 -0.027 0.009 0.36
H -7.7697 0.6354 1.2533 0.069 0.072 -0.031 0.20
H -1.8563 3.1655 0.0086 0.098 -0.033 0.041 0.31
H -2.5942 2.6909 -1.5081 -0.002 -0.064 0.031 0.38
H -0.9168 3.2168 -1.5282 0.070 -0.045 0.100 0.35
H 1.6820 2.1199 2.1701 0.000 0.495 0.155 0.38
H 2.5150 4.1926 0.5582 0.012 -0.048 0.023 0.33
H 1.8856 4.6726 -1.0254 -0.005 -0.001 -0.003 0.25
H 0.8041 4.6384 0.3877 -0.019 0.002 0.031 0.33
C 7.9404 3.5450 -1.1361 -0.011 0.018 -0.042 -0.81
C 7.6266 2.5050 -0.1661 0.090 0.124 -0.079 0.41
N 7.3734 1.6840 0.5924 -0.055 -0.090 0.214 -0.39
H 7.3426 3.4016 -2.0351 0.010 -0.004 -0.004 0.29
H 7.7275 4.5246 -0.7140 0.049 0.025 -0.024 0.19
H 8.9955 3.5059 -1.3981 0.007 0.022 0.009 0.31
C -11.3921 -4.0550 0.2693 -0.014 -0.017 -0.022 -0.81
C -11.1557 -3.4672 1.5815 -0.029 -0.091 -0.135 0.38
N -10.9660 -3.0080 2.6143 0.067 0.126 0.137 -0.40
H -12.3276 -3.6800 -0.1412 -0.003 -0.007 -0.007 0.28
H -10.5768 -3.7958 -0.4036 0.000 -0.005 -0.005 0.28
H -11.4516 -5.1380 0.3556 -0.003 -0.004 -0.006 0.30
C -10.7075 1.9155 0.5119 -0.020 -0.011 0.010 -0.86
C -9.6287 2.3307 -0.3756 -0.136 -0.026 0.096 0.41
N -8.7814 2.6615 -1.0727 0.244 -0.007 -0.081 -0.41
H -10.8473 0.8381 0.4458 -0.006 -0.005 0.010 0.23
H -10.4647 2.1803 1.5392 -0.008 -0.003 0.006 0.28
H -11.6320 2.4129 0.2259 -0.006 -0.001 0.004 0.35
C 8.2730 7.0045 2.2930 -0.019 0.018 0.021 -0.81
C 8.9188 6.7666 1.0084 0.002 0.034 0.184 0.38
N 9.4442 6.5763 0.0080 -0.010 -0.093 -0.208 -0.39
H 7.2655 7.3851 2.1370 -0.001 0.008 0.012 0.26
H 8.2225 6.0759 2.8583 0.002 0.002 0.006 0.27
H 8.8438 7.7357 2.8616 0.000 0.002 0.005 0.31
C 7.4670 -3.0720 -3.3221 0.022 0.125 -0.026 -0.77
C 6.3682 -3.2080 -2.3784 0.080 0.014 -0.140 0.39
N 5.5022 -3.3161 -1.6348 -0.163 -0.098 0.150 -0.42
H 7.6046 -2.0229 -3.5797 -0.026 0.000 0.001 0.27
H 8.3781 -3.4605 -2.8730 -0.006 0.023 -0.108 0.17
H 7.2518 -3.6377 -4.2263 0.010 -0.020 0.007 0.30
C 8.9483 -5.7993 0.1107 -0.011 -0.013 0.038 -0.71
C 9.3516 -5.4578 -1.2465 -0.008 -0.082 0.151 0.40
N 9.6673 -5.1880 -2.3147 0.083 -0.003 -0.107 -0.45
H 8.1004 -5.1844 0.4072 -0.004 -0.003 0.002 0.24
H 8.6621 -6.8481 0.1562 -0.001 -0.002 0.006 0.27
H 9.7756 -5.6248 0.7957 -0.001 -0.002 0.005 0.28
```
Positions in Å, forces in eV/Å.

As for the total energy: -2087.81953 hartree. As for the molar mass: 649.67 g mol⁻¹. Its total charge is +1.